{
  "formula": "C3H10N2Si",
  "method": "ωB97M-V with the def2-TZVPD basis set",
  "elements": ["C", "C", "C", "N", "N", "Si", "H", "H", "H", "H", "H", "H", "H", "H", "H", "H"],
  "coordinates": [[0.65679, -0.82722, 0.16544], [1.19820, 0.64265, 0.41346], [-2.53896, 0.14223, -1.34614], [-0.46801, -0.72936, -0.68146], [-1.75421, -0.40899, -0.26853], [2.22850, 0.86555, 2.10790], [1.37939, -1.62162, -0.12408], [0.32995, -1.12298, 1.13873], [1.74713, 1.08621, -0.39195], [0.27606, 1.13554, 0.56045], [-1.85457, 0.71613, -1.97260], [-3.08162, -0.54722, -2.01360], [-3.22217, 0.76756, -0.92155], [-0.21613, -0.38627, -1.58443], [1.68138, -0.09747, 3.05940], [3.63826, 0.38526, 1.85896]],
  "forces_ev_per_a": [[0.972, 0.844, 1.441], [1.214, -1.375, 1.690], [2.318, -1.405, -1.250], [-2.502, -0.351, -0.950], [2.068, -0.916, 0.398], [-0.039, -0.633, -1.891], [-0.359, 0.834, -0.347], [-0.537, -0.488, 0.625], [0.227, 0.151, -0.639], [-0.916, 1.079, 0.096], [-0.190, 0.366, -0.411], [0.296, -0.306, 0.388], [-1.978, 1.786, 1.095], [-0.041, 0.232, -0.844], [-0.292, -0.142, 0.482], [-0.240, 0.323, 0.117]],
  "lowdin_charge": [-0.282, -0.369, -0.152, -0.128, -0.035, 0.707, 0.123, 0.076, 0.032, 0.017, 0.068, 0.082, 0.031, 0.103, -0.140, -0.132],
  "e_above_lowest_ev": 5.351,
  "homo_lumo_gap_ev": [6.329, 9.046],
  "e_tot_ha": -519.13290,
  "e_homo_ev": [-7.4161, -8.1692]
}

{
  "formula": "C44H34N6PSeV",
  "method": "ωB97M-V with the def2-TZVPD basis set",
  "elements": ["V", "C", "C", "C", "C", "C", "C", "N", "C", "C", "C", "C", "C", "N", "C", "C", "C", "C", "C", "C", "N", "H", "H", "H", "H", "H", "H", "H", "H", "H", "H", "H", "H", "H", "H", "H", "C", "C", "C", "C", "C", "C", "P", "C", "C", "C", "C", "C", "C", "C", "C", "C", "C", "C", "C", "C", "C", "C", "C", "H", "H", "H", "H", "H", "H", "H", "H", "H", "H", "H", "H", "H", "H", "H", "H", "Se", "N", "C", "C", "C", "C", "N", "C", "N", "H", "H", "H"],
  "coordinates": [[-0.73541, -0.43458, 0.43087], [-2.58181, 1.32422, 3.18727], [-1.53331, 0.35152, 3.61947], [-1.38451, 0.09822, 4.98227], [-0.41421, -0.78358, 5.42867], [0.39529, -1.38948, 4.48667], [0.18449, -1.10568, 3.14007], [-0.76241, -0.25788, 2.70807], [0.96699, -1.77728, 2.10027], [2.28809, -1.98118, 2.23057], [3.10069, -2.60898, 1.14707], [2.53809, -2.53308, -1.38153], [1.61869, -1.59678, -1.63813], [1.02689, 0.04132, 0.17927], [0.52129, -1.44438, -2.57703], [0.79419, -1.71738, -3.91783], [-0.19141, -1.51218, -4.86183], [-1.42791, -1.09018, -4.41383], [-1.65291, -0.89738, -3.05153], [-3.04681, -0.54598, -2.64053], [-0.68311, -1.03298, -2.13593], [-2.96891, 1.87212, 4.04237], [-3.41691, 0.78562, 2.73317], [-2.17841, 2.04302, 2.47127], [-2.04041, 0.58522, 5.68667], [-0.30131, -0.99768, 6.48057], [1.15899, -2.10108, 4.76087], [2.80149, -1.69478, 3.13897], [4.12989, -2.69228, 1.50027], [2.81359, -3.46248, -1.83833], [1.77849, -2.05758, -4.19433], [-0.00361, -1.67138, -5.91163], [-2.23281, -0.91718, -5.11043], [-3.05271, 0.41832, -2.13473], [-3.45921, -1.31428, -1.98433], [-3.68861, -0.47208, -3.51443], [1.93729, 4.90192, 2.50377], [1.95629, 5.16902, 1.14227], [1.74789, 4.14742, 0.23637], [1.51719, 2.85702, 0.70957], [1.50419, 2.57862, 2.07327], [1.70339, 3.61512, 2.96767], [1.35079, 1.52592, -0.48693], [0.31189, 2.09032, -1.86133], [0.66819, 1.72542, -3.15733], [-0.10311, 2.14852, -4.22403], [-1.22651, 2.93182, -3.99883], [-1.56841, 3.31302, -2.70853], [-0.79741, 2.90112, -1.63493], [2.77689, 0.60502, -1.05813], [4.07699, 0.78352, -1.30873], [4.96859, -0.33308, -1.13183], [4.56259, -1.46168, -0.53443], [3.14809, -1.81918, -0.19123], [2.52669, -4.00308, 1.05917], [1.27999, -4.30098, 0.67217], [0.27719, -3.31958, 0.32797], [0.16239, -2.13058, 0.94127], [2.10489, -0.65338, -0.56553], [2.11179, 5.70272, 3.20507], [2.13689, 6.17012, 0.78667], [1.77409, 4.33042, -0.82923], [1.35269, 1.55782, 2.40887], [1.68629, 3.41742, 4.02727], [1.55529, 1.12642, -3.31803], [0.18279, 1.87812, -5.22893], [-1.82691, 3.25932, -4.83373], [-2.42431, 3.95372, -2.54233], [-1.03641, 3.22202, -0.62703], [4.47779, 1.75262, -1.56713], [6.00719, -0.19658, -1.39183], [5.29559, -2.21858, -0.29503], [3.18749, -4.80128, 1.36157], [0.98679, -5.34018, 0.58337], [-0.42921, -3.59878, -0.45013], [-3.79071, 2.27122, -0.19063], [-5.06411, 1.10582, -0.01763], [-4.56691, -0.09008, 0.26577], [-5.26291, -1.29498, 0.45637], [-4.51441, -2.41078, 0.76897], [-3.12341, -2.33578, 0.88397], [-2.42851, -1.22288, 0.65517], [-3.12871, -0.11168, 0.35827], [-2.52641, 1.04992, 0.12697], [-6.33571, -1.31558, 0.36967], [-4.99931, -3.35978, 0.93267], [-2.54321, -3.20298, 1.18117]],
  "forces_ev_per_a": [[0.900, 0.188, -0.341], [-0.011, 0.081, -0.131], [-0.049, 0.130, 0.738], [0.010, -0.014, -0.205], [0.056, 0.012, -0.301], [-0.152, 0.150, -0.063], [0.421, -0.204, 0.578], [0.040, 0.159, -0.556], [0.640, -0.430, 0.102], [-0.359, 0.327, 0.341], [-0.273, -0.071, 0.008], [-0.243, 0.608, -0.361], [0.573, -0.118, 0.364], [1.741, 1.769, 0.002], [0.250, -0.175, -0.716], [-0.228, 0.070, 0.124], [-0.040, 0.018, 0.206], [0.118, -0.062, 0.134], [-0.133, -0.055, -0.607], [0.039, 0.131, 0.131], [-0.011, 0.064, 0.664], [0.004, -0.018, 0.018], [-0.065, 0.134, -0.030], [-0.051, -0.094, 0.052], [-0.053, 0.090, 0.006], [0.011, -0.002, 0.083], [-0.005, -0.028, 0.024], [-0.015, 0.099, 0.122], [-0.072, 0.004, -0.026], [0.052, -0.303, -0.156], [0.132, 0.000, -0.003], [0.016, -0.054, -0.125], [-0.096, -0.023, -0.033], [-0.081, -0.026, -0.065], [-0.008, 0.012, 0.011], [-0.025, -0.021, 0.015], [-0.052, -0.048, -0.018], [0.054, 0.059, -0.057], [-0.073, -0.088, 0.034], [-0.093, -0.388, -0.573], [-0.020, -0.190, -0.106], [0.007, -0.006, 0.060], [0.903, 0.346, -0.109], [0.380, 0.066, 0.521], [0.064, 0.037, 0.112], [-0.050, -0.012, -0.022], [0.033, -0.053, -0.015], [-0.069, 0.055, 0.065], [0.060, 0.032, -0.091], [-0.017, 0.497, 0.026], [-0.676, 0.086, -0.047], [0.260, -0.282, 0.128], [0.046, 0.200, -0.065], [0.130, -0.185, 0.359], [0.120, -0.231, -0.108], [-0.027, -0.208, -0.069], [-0.206, -0.032, 0.226], [0.067, -0.656, 0.239], [-0.057, -0.127, -0.800], [-0.009, 0.076, 0.087], [0.053, 0.136, -0.018], [-0.035, 0.141, -0.053], [-0.005, 0.067, 0.040], [0.027, -0.013, 0.140], [0.005, 0.019, -0.066], [-0.013, -0.013, -0.098], [-0.047, 0.067, -0.070], [-0.019, 0.045, -0.055], [0.067, 0.060, -0.007], [0.039, 0.117, 0.008], [0.103, -0.059, 0.030], [0.139, -0.141, -0.055], [0.055, -0.201, -0.007], [0.125, -0.105, 0.031], [0.009, 0.057, -0.122], [0.432, -0.715, 0.112], [-0.848, -0.326, 0.084], [0.670, 0.866, -0.181], [0.173, -0.840, 0.259], [-1.086, 0.538, -0.225], [1.048, 0.633, -0.099], [-3.244, -2.287, 0.652], [-1.844, 1.288, -0.288], [0.517, -0.542, 0.225], [-0.192, -0.084, 0.008], [-0.017, -0.079, 0.055], [0.080, 0.073, -0.084]],
  "lowdin_spin": [1.872, 0.001, 0.003, -0.001, 0.003, -0.001, 0.003, -0.004, -0.001, 0.001, 0.001, 0.002, 0.002, 0.016, 0.001, 0.000, 0.001, 0.000, 0.001, 0.000, 0.000, 0.000, 0.000, 0.000, 0.000, 0.000, 0.000, 0.000, 0.000, 0.000, 0.000, 0.000, 0.000, 0.000, 0.000, 0.000, 0.000, 0.001, 0.000, 0.003, 0.001, 0.000, 0.013, 0.003, 0.001, 0.000, 0.001, 0.000, 0.001, 0.000, 0.001, 0.000, 0.000, -0.001, 0.005, 0.000, 0.009, -0.037, 0.009, 0.000, 0.000, 0.000, 0.000, 0.000, 0.000, 0.000, 0.000, 0.000, 0.000, 0.000, 0.000, 0.000, 0.000, 0.000, -0.001, -0.003, 0.025, 0.004, 0.033, -0.005, 0.030, -0.012, 0.019, -0.005, 0.002, -0.001, 0.001],
  "e_above_lowest_ev": 6.408,
  "s_squared": 2.0236,
  "total_charge": 2,
  "homo_lumo_gap_ev": [5.634, 5.736],
  "e_tot_ha": -5711.81519,
  "e_homo_ev": [-12.8577, -12.9657],
  "multiplicity": 3
}

{
  "formula": "H18O9Pb",
  "method": "ωB97M-V with the def2-TZVPD basis set",
  "elements": ["Pb", "O", "H", "H", "O", "H", "H", "O", "H", "H", "O", "H", "H", "O", "H", "H", "O", "H", "H", "O", "H", "H", "O", "H", "H", "O", "H", "H"],
  "coordinates": [[-0.03633, -0.16520, 0.15061], [-1.59382, 1.50776, 1.13694], [-1.35739, 2.39728, 0.85990], [-2.55556, 1.66481, 0.96786], [2.46757, -0.18535, 0.17568], [3.25209, 0.07108, -0.37579], [2.57943, 0.16083, 1.06023], [-1.89301, 0.41640, -1.32558], [-2.65923, 0.93488, -0.97327], [-1.85724, 0.74105, -2.27804], [0.60399, 0.12242, 2.47237], [1.13361, -0.62714, 2.81208], [1.16501, 0.86933, 2.65417], [-2.02433, -1.55738, 0.56288], [-2.81836, -1.16644, 0.25350], [-1.89290, -2.36476, 0.07172], [0.94247, 2.32257, 0.26031], [1.89274, 2.31503, 0.15690], [0.83036, 3.20872, 0.62555], [0.59193, -2.40834, 0.95026], [1.17889, -3.03738, 0.53164], [-0.17369, -2.81604, 1.24294], [-0.10975, -1.81541, -1.58153], [0.30577, -2.65943, -1.48094], [-0.37254, -1.69703, -2.45300], [0.74128, 0.90035, -1.96676], [0.09209, 1.43881, -2.36267], [1.56695, 1.42858, -2.14798]],
  "forces_ev_per_a": [[0.222, 0.552, 0.071], [-2.391, 1.415, -0.194], [1.020, 0.346, 0.160], [0.457, -0.879, 0.889], [1.469, 0.244, -1.209], [-0.776, -0.461, 0.932], [0.612, 0.052, 0.281], [-1.870, 1.785, -2.483], [0.833, -0.633, -0.463], [-0.244, -0.814, 1.485], [0.949, -1.013, 1.073], [-0.567, 0.127, 0.070], [0.070, 0.964, 0.440], [0.733, -0.599, 1.204], [-1.394, 0.259, -0.439], [-0.342, -0.414, -0.500], [0.155, 1.033, 0.578], [0.546, -0.269, -0.275], [-0.337, 0.220, 0.143], [2.392, 1.083, -0.527], [0.248, -0.488, 0.233], [-2.189, -1.772, 1.186], [0.243, -0.389, 1.759], [0.361, -0.831, -0.339], [-0.625, 0.133, -2.756], [2.756, 0.184, -0.763], [-1.308, 1.126, -0.790], [-1.022, -0.959, 0.234]],
  "lowdin_charge": [1.545, -0.118, 0.060, 0.104, -0.117, 0.122, 0.037, -0.154, 0.096, 0.126, -0.110, 0.094, 0.061, -0.071, 0.055, 0.064, -0.100, 0.056, 0.094, -0.059, 0.098, 0.031, -0.076, 0.075, 0.055, -0.119, 0.030, 0.118],
  "e_above_lowest_ev": 2.469,
  "total_charge": 2,
  "homo_lumo_gap_ev": 9.775,
  "e_tot_ha": -880.23177,
  "e_homo_ev": -16.1245
}